(1)
C51H93NO23PbPdS9 | wB97M-V/def2-TZVPD

Its LUMO energy (alpha / beta) is -0.08053 / -0.16519 hartree. As for the molar mass: 1690.5 g mol⁻¹. The gap between HOMO and LUMO (alpha / beta) is 0.1970 / 0.1795 Ha. For the energy relative to the best compared isomer or geometry (same formula, charge and spin), the calculation gives 89.5 kJ/mol.

```
! RIJCOSX wB97M-V def2-TZVPD def2/J DEFGRID3
* xyz 1 4
Pd -1.551 -4.056 0.992
Pb 1.730 3.603 -1.078
C -0.995 -0.061 -1.286
C 0.142 0.839 -1.326
C 1.523 0.378 -0.556
O 2.449 1.202 -0.519
C 1.541 -0.821 0.204
C 0.401 -1.608 0.231
C -0.899 -1.188 -0.464
O -2.011 -1.855 -0.311
O 0.441 -2.664 1.037
O 0.023 1.899 -2.003
H -1.873 0.171 -1.871
H 2.423 -1.126 0.747
C -4.805 -0.286 -1.168
C -6.017 0.709 -1.226
C -6.834 0.295 -2.408
S -6.537 -1.484 -2.779
O -5.809 -1.527 -4.081
O -7.811 -2.166 -2.539
C -5.449 -1.650 -1.370
H -4.138 -0.220 -0.309
H -4.057 -0.070 -1.931
H -5.772 1.762 -1.091
H -6.646 0.625 -0.339
H -6.849 0.914 -3.305
H -7.899 0.320 -2.177
H -4.759 -2.484 -1.499
H -6.039 -1.862 -0.479
C 0.673 1.249 -6.066
C 0.571 0.016 -5.082
C 1.995 -0.151 -4.583
S 2.739 1.612 -4.481
O 3.968 1.584 -5.221
O 2.593 2.231 -3.150
C 1.353 2.445 -5.474
H -0.356 1.488 -6.335
H 1.160 0.895 -6.974
H 0.004 -0.819 -5.493
H -0.032 0.309 -4.222
H 2.684 -0.674 -5.247
H 2.226 -0.717 -3.680
H 1.805 3.281 -6.007
H 0.697 2.923 -4.746
C 5.403 -2.564 -3.281
C 5.457 -2.299 -1.751
C 4.001 -2.332 -1.230
S 3.347 -3.828 -2.094
O 1.935 -3.491 -2.330
O 3.740 -4.995 -1.373
C 4.429 -3.709 -3.562
H 6.410 -2.622 -3.695
H 5.039 -1.653 -3.758
H 5.790 -1.262 -1.718
H 6.174 -2.969 -1.278
H 3.435 -1.548 -1.732
H 3.826 -2.423 -0.158
H 3.788 -3.353 -4.369
H 4.738 -4.717 -3.841
C 3.748 4.790 3.496
C 2.509 5.534 3.995
C 1.182 4.931 3.419
S 1.715 3.205 2.966
O 1.787 3.169 1.479
O 0.882 2.246 3.657
C 3.494 3.304 3.606
H 4.655 4.945 4.080
H 3.911 4.964 2.432
H 2.533 6.615 3.857
H 2.479 5.389 5.075
H 0.763 5.576 2.647
H 0.498 4.879 4.267
H 4.057 2.548 3.059
H 3.375 3.018 4.651
C -3.401 1.829 -4.731
C -2.582 3.056 -5.078
C -3.414 4.324 -5.116
S -5.190 3.735 -4.923
O -6.076 4.350 -5.945
O -5.592 3.757 -3.517
C -4.714 2.017 -5.534
H -3.584 1.728 -3.661
H -2.956 0.891 -5.063
H -2.075 2.952 -6.037
H -1.890 3.064 -4.236
H -3.448 4.721 -6.130
H -3.200 5.145 -4.431
H -4.516 1.977 -6.605
H -5.531 1.306 -5.406
C 6.763 2.311 1.891
C 6.261 0.841 1.800
C 5.173 0.683 0.703
S 5.274 2.275 -0.250
O 4.163 3.199 0.065
O 5.621 1.991 -1.655
C 6.782 2.931 0.558
H 7.752 2.250 2.344
H 6.195 2.915 2.599
H 6.026 0.424 2.779
H 7.102 0.277 1.396
H 4.137 0.791 1.025
H 5.449 -0.091 -0.013
H 6.934 4.008 0.627
H 7.661 2.466 0.112
C -3.874 4.072 -0.795
C -4.113 3.774 0.655
C -2.703 3.583 1.355
S -1.542 4.699 0.446
O -0.428 3.926 -0.092
O -1.322 5.870 1.252
C -2.750 5.053 -0.940
H -4.838 4.504 -1.064
H -3.764 3.160 -1.381
H -4.696 2.861 0.780
H -4.721 4.573 1.079
H -2.438 2.576 1.033
H -2.483 3.784 2.403
H -2.205 5.283 -1.856
H -3.145 6.041 -0.704
C -5.053 -0.065 2.679
C -3.655 0.619 2.714
C -2.622 -0.163 3.549
S -3.216 -1.960 3.348
O -3.796 -2.327 4.644
O -2.326 -2.822 2.580
C -4.688 -1.577 2.374
H -5.599 0.485 1.912
H -5.572 0.006 3.635
H -3.697 1.646 3.077
H -3.175 0.675 1.737
H -2.569 0.123 4.600
H -1.661 -0.186 3.034
H -5.438 -2.331 2.615
H -4.458 -1.653 1.311
C -2.689 -4.243 -4.534
C -3.665 -4.933 -3.665
C -2.859 -6.021 -2.899
S -1.235 -5.077 -2.422
O -0.001 -5.765 -2.817
O -1.314 -4.573 -1.064
C -1.601 -3.684 -3.575
H -3.091 -3.454 -5.171
H -2.315 -5.049 -5.165
H -4.426 -5.467 -4.235
H -4.247 -4.239 -3.058
H -2.648 -6.835 -3.592
H -3.256 -6.447 -1.978
H -0.716 -3.199 -3.987
H -1.970 -2.856 -2.970
C 2.491 -4.236 4.005
C 3.247 -3.400 5.048
C 3.651 -2.118 4.241
C 2.482 -1.140 3.970
C 1.723 -0.745 5.325
C 1.235 -2.012 6.074
N 2.286 -3.023 6.165
O 1.920 -4.182 6.856
C 0.797 -1.626 7.550
C -0.066 -2.523 5.451
C 4.481 -4.196 5.575
H 1.952 -5.098 4.399
H 3.188 -4.521 3.216
H 1.668 -3.659 3.582
H 4.382 -1.641 4.894
H 4.107 -2.371 3.285
H 1.709 -1.564 3.329
H 2.872 -0.256 3.466
H 0.894 -0.064 5.132
H 2.454 -0.289 5.992
H 0.491 -2.456 8.187
H 1.615 -1.232 8.153
H 0.059 -0.825 7.586
H -0.909 -1.945 5.831
H -0.039 -2.383 4.370
H -0.302 -3.568 5.652
H 5.136 -4.420 4.733
H 4.253 -5.130 6.089
H 5.021 -3.728 6.398
H 1.562 -4.768 6.185
*
```

---

(2)
C51H97BClF3NO14 | wB97M-V/def2-TZVPD

Its LUMO energy is 0.06300 hartree. As for the molar mass: 1051.6 g mol⁻¹. The gap between HOMO and LUMO is 0.2667 Ha.

```
! RIJCOSX wB97M-V def2-TZVPD def2/J DEFGRID3
* xyz -1 1
C -2.753 1.827 6.364
O -2.623 1.709 4.977
C -3.143 0.485 4.500
C -3.123 0.504 2.977
C -2.516 -0.750 2.312
C -1.387 -0.466 1.306
N -1.819 -0.014 -0.024
C -0.895 0.932 -0.647
C -3.159 0.477 -0.102
C -4.230 -0.502 -0.516
O -3.460 1.654 0.086
O -0.507 0.410 1.905
B 0.510 -0.289 2.696
Cl 0.242 -0.145 4.615
C 1.975 0.349 2.442
C 3.086 -0.189 3.357
C 3.513 0.828 4.400
O 3.903 0.223 5.660
C 4.857 -0.726 5.550
C 4.491 -2.017 6.233
O 5.927 -0.556 4.979
O 0.297 -1.699 2.350
C -0.512 -1.798 1.222
C 0.434 -1.873 0.018
C 1.348 -3.099 0.067
C 2.761 -2.887 0.566
F 2.885 -3.039 1.900
F 3.581 -3.863 0.016
F 3.312 -1.707 0.196
O -1.219 -3.008 1.390
C -2.151 -3.319 0.373
C -1.686 -4.395 -0.630
C -1.895 -3.861 -2.054
C -2.510 -5.692 -0.476
C -2.437 -6.241 0.948
C -1.996 -6.779 -1.448
H -2.053 1.204 6.923
H -2.497 2.852 6.621
H -3.779 1.683 6.706
H -2.574 -0.355 4.902
H -4.167 0.373 4.878
H -4.160 0.570 2.650
H -2.652 1.424 2.655
H -3.333 -1.296 1.845
H -2.141 -1.413 3.081
H -0.943 0.774 -1.723
H -1.133 1.976 -0.463
H 0.128 0.774 -0.345
H -5.201 -0.047 -0.379
H -4.195 -1.402 0.086
H -4.057 -0.790 -1.551
H 1.882 1.413 2.665
H 2.280 0.320 1.398
H 3.959 -0.392 2.736
H 2.822 -1.133 3.825
H 4.329 1.455 4.045
H 2.686 1.481 4.648
H 3.447 -1.999 6.519
H 5.081 -2.148 7.136
H 4.691 -2.847 5.567
H 1.018 -0.969 -0.076
H -0.178 -1.971 -0.879
H 0.922 -3.865 0.704
H 1.431 -3.539 -0.922
H -2.484 -2.445 -0.175
H -3.029 -3.711 0.885
H -0.654 -4.693 -0.478
H -1.408 -4.481 -2.801
H -1.516 -2.852 -2.181
H -2.953 -3.877 -2.308
H -3.539 -5.464 -0.752
H -1.452 -6.663 1.119
H -3.202 -7.002 1.081
H -2.644 -5.478 1.691
H -1.676 -7.664 -0.908
H -2.768 -7.070 -2.153
H -1.139 -6.441 -2.021
C 1.605 1.409 9.826
C 1.269 0.208 8.947
C -0.062 -0.241 9.531
O -0.704 0.939 10.029
C 0.229 2.021 10.047
H 2.308 2.103 9.368
H 2.026 1.073 10.778
H 1.137 0.527 7.911
H 2.024 -0.576 8.965
H 0.084 -0.934 10.369
H -0.708 -0.718 8.795
H -0.029 2.715 9.240
H 0.145 2.549 10.999
C -0.744 0.153 -6.340
C -1.979 0.817 -5.744
C -2.285 -0.097 -4.567
O -1.031 -0.623 -4.120
C -0.022 -0.330 -5.090
H -0.134 0.821 -6.948
H -1.041 -0.698 -6.960
H -1.726 1.818 -5.384
H -2.805 0.908 -6.440
H -2.922 -0.937 -4.871
H -2.769 0.423 -3.739
H 0.630 0.451 -4.684
H 0.578 -1.225 -5.263
C -2.626 2.817 -10.700
C -3.864 3.503 -10.129
C -4.219 2.584 -8.967
O -2.986 2.036 -8.498
C -1.943 2.314 -9.435
H -1.989 3.475 -11.289
H -2.922 1.975 -11.330
H -3.603 4.496 -9.757
H -4.678 3.611 -10.845
H -4.865 1.761 -9.293
H -4.713 3.107 -8.148
H -1.287 3.074 -9.002
H -1.356 1.409 -9.598
C -6.777 4.387 4.623
C -6.123 5.708 5.015
C -5.643 5.404 6.427
O -5.341 4.011 6.463
C -5.850 3.375 5.283
H -6.858 4.241 3.547
H -7.780 4.322 5.054
H -5.271 5.910 4.363
H -6.796 6.564 4.973
H -6.427 5.610 7.166
H -4.752 5.969 6.703
H -5.005 3.125 4.635
H -6.359 2.452 5.561
C 4.244 4.077 -0.809
C 4.047 5.092 0.314
C 2.764 4.585 0.962
O 2.755 3.172 0.784
C 3.765 2.791 -0.146
H 5.271 4.010 -1.168
H 3.601 4.327 -1.657
H 4.876 5.031 1.022
H 3.969 6.122 -0.031
H 1.878 5.004 0.471
H 2.707 4.812 2.027
H 4.577 2.300 0.403
H 3.348 2.075 -0.855
C 7.017 -6.657 -2.137
C 6.900 -5.691 -0.961
C 5.668 -6.224 -0.245
O 5.648 -7.641 -0.481
C 6.590 -7.972 -1.498
H 8.015 -6.703 -2.572
H 6.314 -6.374 -2.924
H 7.780 -5.778 -0.318
H 6.795 -4.648 -1.255
H 4.755 -5.791 -0.652
H 5.687 -6.039 0.829
H 7.444 -8.480 -1.033
H 6.125 -8.659 -2.208
C 3.107 3.718 -9.718
C 2.886 4.692 -8.565
C 1.529 4.245 -8.039
O 1.445 2.839 -8.285
C 2.502 2.438 -9.159
H 4.151 3.601 -10.003
H 2.548 4.047 -10.598
H 3.653 4.547 -7.800
H 2.898 5.739 -8.864
H 0.712 4.742 -8.575
H 1.404 4.429 -6.972
H 3.238 1.873 -8.577
H 2.098 1.784 -9.933
*
```